Molecular formula: C20H32BrIN2ORhSb
Method: DFT, ωB97M-V/def2-TZVPD

Calculated total energy, eV: -113956.8206
LUMO (spin up / spin down), Ha: -0.1985 / -0.2959
Highest occupied orbital energy (spin up / spin down), eV: -14.211 / -14.950
Energy above the lowest of the compared OMol25 structures with the same formula, charge and spin, kJ/mol: 0.0

Structure (ORCA input):
```
! RIJCOSX wB97M-V def2-TZVPD def2/J DEFGRID3
* xyz 2 5
Rh 0.813 -3.696 0.192
Br 2.992 -3.474 1.737
C 4.085 -2.751 0.355
C 5.371 -3.230 0.299
C 6.230 -2.706 -0.671
C 5.767 -1.781 -1.595
C 4.458 -1.345 -1.550
C 3.632 -1.834 -0.583
I 1.660 -1.141 -0.622
H 5.725 -3.988 0.990
H 7.240 -3.084 -0.723
H 6.417 -1.412 -2.377
H 4.128 -0.664 -2.306
C -0.753 4.039 0.107
C 0.169 2.814 -0.186
C 0.722 2.760 -1.630
C 1.290 2.668 0.865
Sb -1.085 1.073 0.067
C -1.696 0.799 2.127
C -0.487 0.066 2.729
C -1.922 2.195 2.736
C -2.972 -0.062 2.166
C -2.549 0.833 -1.509
C -3.658 -0.065 -0.960
C -1.792 0.181 -2.667
C -3.037 2.268 -1.796
H -0.169 4.951 -0.072
H -1.074 4.074 1.157
H -1.607 4.132 -0.550
H 1.363 3.622 -1.811
H -0.063 2.779 -2.402
H 1.344 1.866 -1.802
H 1.947 3.532 0.799
H 1.935 1.795 0.706
H 0.933 2.636 1.904
H 0.450 0.579 2.534
H -0.411 -0.944 2.323
H -0.596 -0.047 3.813
H -1.022 2.797 2.734
H -2.205 2.078 3.785
H -2.709 2.731 2.201
H -2.871 -0.988 1.588
H -3.854 0.465 1.822
H -3.158 -0.393 3.190
H -3.273 -1.031 -0.587
H -4.345 -0.295 -1.783
H -4.233 0.433 -0.184
H -1.448 -0.824 -2.413
H -0.924 0.719 -3.034
H -2.455 0.060 -3.521
H -3.606 2.665 -0.958
H -3.715 2.258 -2.676
H -2.247 2.945 -2.054
N -2.140 -4.224 1.640
C -1.112 -3.998 1.173
H -3.020 -4.540 2.021
O 1.322 -7.221 -1.914
C 1.177 -6.123 -1.559
N 1.039 -4.953 -1.262
*
```

Molecular formula: C6H13AsF9S
Method: DFT, ωB97M-V/def2-TZVPD

Calculated total energy, eV: -102558.7299
LUMO, Ha: 0.0870
Highest occupied orbital energy, eV: -3.005

Structure (ORCA input):
```
! RIJCOSX wB97M-V def2-TZVPD def2/J DEFGRID3
* xyz -1 1
F -1.540 -0.557 2.079
C -1.203 -0.669 0.754
F 0.120 -0.956 0.698
C -1.557 0.607 0.019
C -0.475 1.697 0.148
C 0.450 1.759 -1.072
C 1.665 2.660 -0.876
As 3.436 1.621 -0.656
C -1.959 -1.892 0.142
F -3.262 -1.576 0.032
F -1.492 -2.108 -1.086
S -1.920 -3.557 1.082
F -3.154 -4.069 0.202
F -0.916 -4.210 0.039
F -0.689 -3.129 1.982
F -2.934 -2.964 2.161
F -1.964 -4.946 1.858
H -2.507 0.942 0.443
H -1.712 0.377 -1.040
H 0.109 1.573 1.064
H -0.992 2.660 0.238
H 0.785 0.735 -1.315
H -0.157 2.094 -1.928
H 1.829 3.282 -1.765
H 1.538 3.330 -0.016
H 3.445 1.408 -2.266
H 4.215 3.008 -0.833
H 3.403 1.817 0.946
H 2.627 0.240 -0.502
H 4.810 0.824 -0.533
*
```

Copy entry 2 word for word.
Molecular formula: C6H13AsF9S
Method: DFT, ωB97M-V/def2-TZVPD

Calculated total energy, eV: -102558.7299
LUMO, Ha: 0.0870
Highest occupied orbital energy, eV: -3.005

Structure (ORCA input):
```
! RIJCOSX wB97M-V def2-TZVPD def2/J DEFGRID3
* xyz -1 1
F -1.540 -0.557 2.079
C -1.203 -0.669 0.754
F 0.120 -0.956 0.698
C -1.557 0.607 0.019
C -0.475 1.697 0.148
C 0.450 1.759 -1.072
C 1.665 2.660 -0.876
As 3.436 1.621 -0.656
C -1.959 -1.892 0.142
F -3.262 -1.576 0.032
F -1.492 -2.108 -1.086
S -1.920 -3.557 1.082
F -3.154 -4.069 0.202
F -0.916 -4.210 0.039
F -0.689 -3.129 1.982
F -2.934 -2.964 2.161
F -1.964 -4.946 1.858
H -2.507 0.942 0.443
H -1.712 0.377 -1.040
H 0.109 1.573 1.064
H -0.992 2.660 0.238
H 0.785 0.735 -1.315
H -0.157 2.094 -1.928
H 1.829 3.282 -1.765
H 1.538 3.330 -0.016
H 3.445 1.408 -2.266
H 4.215 3.008 -0.833
H 3.403 1.817 0.946
H 2.627 0.240 -0.502
H 4.810 0.824 -0.533
*
```

> The highest calculated total energy belongs to which entry?

C6H13AsF9S

What did the second record say?
Molecular formula: C6H13AsF9S
Method: DFT, ωB97M-V/def2-TZVPD

Calculated total energy, eV: -102558.7299
LUMO, Ha: 0.0870
Highest occupied orbital energy, eV: -3.005

Structure (ORCA input):
```
! RIJCOSX wB97M-V def2-TZVPD def2/J DEFGRID3
* xyz -1 1
F -1.540 -0.557 2.079
C -1.203 -0.669 0.754
F 0.120 -0.956 0.698
C -1.557 0.607 0.019
C -0.475 1.697 0.148
C 0.450 1.759 -1.072
C 1.665 2.660 -0.876
As 3.436 1.621 -0.656
C -1.959 -1.892 0.142
F -3.262 -1.576 0.032
F -1.492 -2.108 -1.086
S -1.920 -3.557 1.082
F -3.154 -4.069 0.202
F -0.916 -4.210 0.039
F -0.689 -3.129 1.982
F -2.934 -2.964 2.161
F -1.964 -4.946 1.858
H -2.507 0.942 0.443
H -1.712 0.377 -1.040
H 0.109 1.573 1.064
H -0.992 2.660 0.238
H 0.785 0.735 -1.315
H -0.157 2.094 -1.928
H 1.829 3.282 -1.765
H 1.538 3.330 -0.016
H 3.445 1.408 -2.266
H 4.215 3.008 -0.833
H 3.403 1.817 0.946
H 2.627 0.240 -0.502
H 4.810 0.824 -0.533
*
```